1.
Here is a molecular structure, C20H48DyINOP3 at a distorted geometry from OMol25. Energies are from the ωB97M-V functional and the def2-TZVPD basis.

Geometry as ORCA input:
```
! RIJCOSX wB97M-V def2-TZVPD def2/J DEFGRID3
* xyz 2 6
Dy 0.44574 -0.52490 -0.10384
I -1.02031 2.89738 -0.18603
P -0.29740 0.20567 -2.71140
P 2.48863 -3.45692 -0.15313
P -0.12310 0.04803 2.62223
O 2.48494 2.40754 0.03831
N 1.80789 -2.02361 -0.34605
C 0.83287 -5.85072 -0.44618
C -0.31461 -3.74400 0.22825
C 3.76726 -5.64339 -1.56298
C 1.17112 -4.96060 1.83154
C 1.77725 1.49634 -0.03595
C -1.67121 0.76396 3.28168
C 3.30794 -2.69238 2.44767
C 0.99765 -4.55792 0.36823
C 3.87335 -3.07700 1.07954
C -0.26667 -1.46476 -3.46234
C 4.80694 -4.28682 1.25295
C -0.12898 -1.49103 3.63636
C 3.32228 -4.15553 -1.70735
C -1.86979 0.81263 -3.41479
C 4.66548 -1.83563 0.61419
C 0.95061 1.02179 -3.77974
C -2.27734 4.67888 -0.35979
C 1.08896 1.00322 3.61449
C 2.32765 -3.99744 -2.86115
C 4.56938 -3.33585 -2.08232
H -2.69462 0.20126 -3.01728
H 5.25567 -1.50735 1.48164
H 5.37909 -4.50130 0.33886
H 1.05820 -4.09147 2.48965
H -0.10685 -6.33197 -0.12741
H 1.02373 2.06401 3.35353
H 0.74196 -5.65377 -1.51917
H -1.95297 5.25242 -1.23106
H 4.57389 -5.84239 -2.29124
H 2.27435 -2.95069 -3.17793
H 5.42703 -3.54374 -1.43006
H 4.15751 -2.41516 3.08931
H -2.04373 1.86092 -3.14142
H 4.36166 -2.25789 -2.10340
H 1.31053 -4.32943 -2.62721
H -0.96995 -2.13772 3.34170
H -3.31330 4.35813 -0.47078
H 4.25240 -5.18464 1.56918
H 4.86181 -3.63758 -3.09984
H -0.39082 -2.93988 0.98112
H 1.64682 -6.55867 -0.25453
H -0.20706 -1.34448 -4.55482
H -1.65292 0.68844 4.37697
H 4.17033 -5.88039 -0.56771
H 5.36073 -2.02154 -0.20656
H -1.83934 0.71653 -4.50857
H 0.71015 0.80543 -4.82848
H -0.42566 -3.31373 -0.77753
H 0.80612 -2.05370 3.51726
H -1.17712 -2.02028 -3.20036
H -2.52703 0.20169 2.89018
H -1.15046 -4.44296 0.40074
H 1.95092 0.63076 -3.53637
H 5.52702 -4.04781 2.05502
H -1.76406 1.81188 2.98318
H 0.59788 -2.03386 -3.10430
H 0.85503 0.86593 4.68020
H 2.94933 -6.33655 -1.78740
H 2.13316 -5.45977 2.01937
H 2.64385 -1.82150 2.36597
H 2.10794 0.65362 3.40555
H -2.15113 5.26875 0.55067
H 2.79425 -3.51307 2.95543
H 0.37595 -5.67481 2.09913
H 3.98765 -1.02360 0.31613
H 0.94746 2.10463 -3.60806
H -0.24526 -1.19800 4.69763
H 2.68126 -4.59404 -3.71445
*
```

Properties
- Total energy: -3127.1333 Ha
- LUMO (spin up / spin down): -6.929 / -6.800 eV
- Frontier orbital gap (spin up / spin down): 7.2 / 7.4 eV


2.
Here is a molecular structure, C20H48HgN3O11S3 at a distorted geometry from OMol25. Energies are from the ωB97M-V functional and the def2-TZVPD basis.

Geometry as ORCA input:
```
! RIJCOSX wB97M-V def2-TZVPD def2/J DEFGRID3
* xyz 1 1
Hg 3.17441 1.47873 1.68112
S 1.67500 3.38041 -3.14334
S 5.02798 -0.54006 -0.84410
S -0.25952 -1.80609 -5.42417
O 0.73988 -2.89730 -5.31648
O 0.30817 -0.15008 -0.79200
O 1.44364 -5.87063 0.36993
O -5.57587 3.80180 -0.63393
O 4.70680 0.62393 0.06278
O 1.37679 -0.44002 1.23345
O 1.86830 1.24357 3.76679
O 0.71613 2.23447 -2.92574
O 1.61959 1.43656 0.05435
O -3.46690 -1.13166 3.06312
O -3.16089 1.07842 3.33255
N -3.40068 3.24927 -1.00739
N 0.40334 0.21850 5.17457
N 1.34076 -4.19919 -1.18033
C 5.83475 -1.82835 0.11672
C 1.13374 0.24725 0.22782
C -2.43578 2.42370 -1.69669
C 3.45636 -1.38613 -1.12298
C -5.83648 -0.48462 3.24198
C -2.10912 -0.02814 1.50938
C 1.40973 4.36402 -1.69831
C -2.92934 0.04936 2.76505
C 1.25925 0.22371 4.16381
C 0.63787 -3.28034 -0.33447
C -4.63141 -1.14129 3.89806
C -0.03767 1.43710 5.79853
C -4.73851 3.17909 -1.25427
C 3.26027 2.58005 -2.81468
C -2.85457 3.96080 0.12816
C 1.35800 -3.90683 -2.60992
C -0.22525 -0.98358 -3.82118
C 0.35250 -0.38707 -6.33800
C -0.25124 -1.02783 5.52776
C 1.70560 -5.41959 -0.71942
H -4.83128 -2.18503 4.12216
H 5.16107 -2.02717 0.95633
H 0.82907 -0.63627 -7.28174
H -2.25573 4.80733 -0.22516
H 1.32705 3.89591 -0.71464
H -2.68319 2.18551 -2.72305
H -1.39894 0.77115 1.34280
H 0.39106 4.76036 -1.78885
H -2.84702 -0.08215 0.70269
H 0.11866 -1.86254 4.94144
H 0.61916 -3.66959 0.68530
H 1.84839 -2.93934 -2.74695
H 0.32817 -3.76237 -2.92857
H 1.41948 -0.76177 3.72650
H -0.89072 -1.54832 -3.15349
H 0.33230 2.32645 5.29811
H 6.80938 -1.49612 0.45092
H 4.00795 3.35804 -2.63865
H 1.18223 -2.34456 -0.28311
H -1.31494 -0.88672 5.35703
H -0.42563 0.37354 -6.41465
H 3.54044 -2.44920 -1.34978
H 0.77597 -0.99553 -3.40641
H -5.77821 -0.67728 2.16380
H -4.43339 -0.61877 4.83760
H -5.77332 0.60019 3.31920
H -1.41929 2.76016 -1.50337
H 2.05700 5.24391 -1.66667
H -2.36807 1.47280 -1.12953
H 3.59844 1.90677 -3.59437
H 0.37180 0.73855 -1.24096
H 1.88049 -4.67528 -3.16568
H 3.09140 2.03892 -1.88183
H -0.78129 -0.04351 -3.77413
H -1.60303 -0.99556 1.45637
H 3.01396 -1.33441 -0.12292
H 1.11754 0.15356 -5.76340
H -2.25943 3.22733 0.67657
H 2.30537 -5.99104 -1.44796
H -1.12864 1.47763 5.80274
H -0.42321 -3.20499 -0.58332
H 5.83923 -2.74681 -0.46712
H -0.13533 -1.29063 6.57950
H 0.27796 1.54955 6.83915
H -6.80121 -0.84362 3.58431
H 2.91164 -0.88968 -1.91888
H -3.56852 4.43705 0.79198
H -4.93048 2.57164 -2.15785
*
```

Properties
- Total energy: -3130.3896 Ha
- LUMO: -6.163 eV
- Frontier orbital gap: 4.7 eV


3.
Here is a molecular structure, C20H48O6 at a distorted geometry from OMol25. Energies are from the ωB97M-V functional and the def2-TZVPD basis.

Geometry as ORCA input:
```
! RIJCOSX wB97M-V def2-TZVPD def2/J DEFGRID3
* xyz 0 1
O 0.48825 -0.51871 5.28981
O 1.98521 0.97029 4.49278
O -1.40722 -0.75569 -4.60199
O -0.15301 -3.23388 0.65924
O 1.77316 2.28315 -0.27472
O -0.87417 1.53407 1.03386
C -1.46548 0.53548 1.86990
C -1.23598 0.52267 -1.22642
C 1.02461 2.96131 5.53708
C 0.66487 2.01673 -1.08360
C -0.73748 -1.97049 0.92208
C -1.53752 1.66274 -0.22396
C -1.47750 -0.27532 -3.22852
C -2.28161 -0.60306 -6.87391
C -0.68830 -1.31265 -2.45140
C 0.45365 -3.42180 -0.64070
C -0.55980 -1.66631 2.42367
C 2.88369 0.06938 -0.54638
C -0.73669 0.39798 3.15580
C 2.95665 1.60358 -0.85421
C 1.15590 2.06793 4.26257
C 2.86713 -1.20602 5.02581
C -2.01526 0.12196 -5.51559
C 0.61696 2.75864 -2.44828
C 1.63149 -0.20583 4.97057
C -0.65318 -3.83202 -1.59189
H 1.97223 3.08388 6.06156
H 3.76948 2.06623 -0.29442
H -0.81038 -1.08292 -1.39289
H 0.47641 3.83939 -2.43068
H 1.24000 -4.17247 -0.71976
H -2.86117 -1.49436 -6.63352
H -1.22110 0.78307 -3.27510
H -1.33700 -0.83563 -7.36562
H -1.45609 0.61290 3.94598
H -1.17771 -2.95956 -1.98148
H -1.18043 0.72703 -2.29565
H -1.45884 -0.39637 1.30447
H 0.68419 3.91728 5.13917
H 2.47117 -0.11145 0.44620
H -0.25447 -4.34464 -2.46731
H 0.95426 -2.47791 -0.85654
H 0.33155 -1.09246 2.67724
H -1.22936 -2.25664 -2.38621
H -0.14462 2.28997 -3.07155
H 0.26991 2.64158 6.25563
H -0.26366 -0.56180 3.36354
H 1.49755 2.46041 -3.01724
H -0.25188 2.41840 -0.65196
H -1.81713 -0.35729 -0.95070
H 3.83875 -0.45151 -0.61437
H 3.36397 -1.31888 4.06221
H 3.69950 -0.79064 5.59390
H -3.03198 0.40550 -5.24356
H -2.78153 0.01221 -7.62198
H -0.27623 0.04805 -1.02216
H -0.40377 -1.14475 0.29367
H 0.43522 0.95851 -1.20817
H -0.61686 -2.52612 3.09118
H -1.79994 -2.14096 0.74824
H -1.36439 0.98890 -5.62903
H -2.53627 -0.25639 -2.97015
H -1.14191 2.55495 -0.70930
H -1.42652 -4.39577 -1.07015
H 2.14385 -0.33921 -1.23470
H -1.40254 -1.03110 2.69642
H -2.53035 0.66205 2.06517
H 0.34804 -1.44477 -2.76225
H 0.15274 1.75153 3.97681
H 1.37530 2.61853 3.34780
H 0.01215 1.17122 3.32740
H 2.47859 -2.13665 5.43943
H -2.60707 1.85203 -0.13269
H 3.18998 1.75254 -1.90847
*
```

Properties
- Total energy: -1241.3694 Ha
- LUMO: 0.656 eV
- Frontier orbital gap: 9.0 eV